No. 1
Below is 2 unconnected molecules or ions with the total composition C4H10NO at a distorted geometry, with properties calculated with ωB97M-V with the def2-TZVPD basis set.

Geometry as XYZ:
```
16
Properties=species:S:1:pos:R:3:forces:R:3
C -1.45954 1.93538 1.11743 1.42 0.20 -1.39
C -0.41881 1.80536 0.25126 -1.66 0.62 1.12
O 0.91133 1.58504 0.65528 -0.78 -1.02 0.17
H -2.44398 2.16966 0.71281 0.29 -0.20 0.12
H -1.32674 1.99740 2.19484 0.02 -0.29 -0.13
H -0.58005 1.96592 -0.83449 0.61 -0.26 0.83
H 0.86836 1.13127 1.53157 0.06 1.19 -0.55
C 0.66676 -1.89401 -0.89006 -1.26 -0.20 -2.37
C -0.30159 -1.42978 -1.72917 1.60 0.80 1.71
N 0.95795 -1.18320 0.37821 1.95 -0.67 -1.23
H 1.36188 -2.70692 -1.13935 -0.75 0.06 0.50
H -0.70148 -1.91670 -2.60558 0.59 -0.36 -0.07
H -0.66905 -0.39199 -1.59982 -0.26 -0.90 0.40
H 1.07665 -0.18607 0.13061 -0.09 0.44 0.64
H 0.20917 -1.34666 1.01696 -0.76 0.14 0.73
H 1.84914 -1.53470 0.80949 -0.97 0.42 -0.48
```
Forces are in eV/Å.

## Properties
* HOMO-LUMO gap: 9.6 eV
* HOMO: -13.4 eV
* net charge: +1

---

No. 2
Below is a molecular structure, C27H44AlBGeN9O4S at a distorted geometry, with properties calculated with ωB97M-V with the def2-TZVPD basis set.

Geometry as XYZ:
```
88
Properties=species:S:1:pos:R:3:forces:R:3
Al 7.57156 11.60832 9.90473 0.39 -0.71 0.01
C 11.04910 10.63576 5.82536 0.00 -1.43 0.69
C 9.86304 10.40890 6.78932 -0.55 0.11 -0.70
C 8.55867 10.20634 6.00806 0.17 0.04 0.17
C 9.89587 11.58671 7.73045 0.56 1.00 1.66
C 10.84319 12.62476 7.56418 -0.45 -0.35 0.80
C 11.10486 13.09342 8.84724 -0.77 -0.82 -0.46
N 10.31537 12.46025 9.71495 0.09 0.01 -0.85
N 9.46183 11.61036 9.05129 0.88 -0.23 -0.32
B 10.50994 12.58029 11.24375 -0.47 -0.73 -0.29
N 10.74337 11.23254 11.96758 -0.81 0.20 1.57
C 10.93588 11.19947 13.34227 0.43 -0.16 -1.40
C 11.35914 9.93619 13.64002 0.59 -0.57 -0.52
C 11.32171 9.20079 12.41842 0.02 1.81 0.74
N 10.94313 10.01773 11.42816 0.33 -0.39 -0.02
C 11.64796 7.75792 12.24185 -0.31 -0.43 -0.12
C 12.17268 7.54305 10.80609 -0.24 -0.39 0.23
C 10.39930 6.86196 12.56173 0.55 0.28 -0.63
N 9.26242 13.34567 11.71249 -1.59 0.42 0.05
C 9.23526 14.33537 12.61755 0.04 -0.10 -0.97
C 7.99170 14.89163 12.65242 -1.01 -0.16 -0.08
C 7.17598 14.05100 11.86125 0.76 -0.08 -0.77
N 7.96846 13.19672 11.14422 0.93 0.62 2.10
C 5.65563 14.05529 11.98245 -0.54 0.77 0.03
C 5.30462 14.49222 13.44350 -0.10 -0.02 -0.46
C 4.92317 12.74748 11.65138 -0.61 0.50 0.49
H 11.21547 9.75171 5.20924 -0.16 0.04 -0.16
H 10.87326 11.49060 5.21211 -0.19 0.52 -0.64
H 11.95789 10.80929 6.39752 0.09 -0.09 -0.08
H 10.00844 9.47742 7.36810 0.16 0.57 -0.01
H 7.72988 10.15085 6.70668 -0.20 -0.20 -0.03
H 8.35276 11.02717 5.32506 0.10 0.04 -0.07
H 8.62358 9.29246 5.41590 -0.12 -0.06 0.09
H 11.29975 12.92609 6.63756 0.17 -0.01 0.27
H 11.84751 13.74192 9.23040 0.47 0.60 0.09
H 11.49237 13.21719 11.45105 0.12 0.62 -0.09
H 10.70230 12.04408 13.98298 0.22 -0.12 -0.28
H 11.73352 9.54245 14.56644 -0.30 0.02 0.33
H 12.44408 7.48612 12.96076 -0.34 0.24 -0.20
H 11.43880 6.96981 10.24177 0.08 -0.17 -0.19
H 12.29536 8.49156 10.29914 0.09 0.13 -0.06
H 13.12325 7.01549 10.79675 0.03 -0.17 -0.06
H 9.66450 6.97582 11.74797 0.15 -0.01 0.36
H 10.68679 5.80841 12.62351 0.02 0.03 -0.09
H 9.91782 7.14362 13.49319 0.02 0.15 0.07
H 10.09904 14.62189 13.17898 0.46 0.00 -0.10
H 7.66952 15.82536 13.09651 0.16 -0.50 0.41
H 5.20811 14.82450 11.28482 0.68 -0.47 0.72
H 5.74796 13.84764 14.20527 0.25 -0.12 -0.30
H 5.65180 15.50524 13.61290 -0.08 0.17 0.19
H 4.22476 14.46059 13.62036 0.04 0.10 -0.30
H 5.60067 11.93642 11.50197 0.27 -0.62 -0.23
H 4.25266 12.45105 12.47853 0.30 0.18 -0.31
H 4.31051 12.92611 10.77025 0.01 -0.50 0.00
C 6.11420 9.60844 13.34770 0.02 -0.49 -0.22
S 7.70266 10.40908 13.01755 -0.53 1.01 -0.30
O 7.64420 11.71559 13.67236 -0.03 -0.83 -0.40
O 8.76312 9.53610 13.45902 -1.40 -0.06 -0.54
O 7.67084 10.57183 11.47989 0.13 -0.30 1.19
H 6.24019 8.94231 14.20671 0.14 0.22 -0.10
H 5.79940 8.99786 12.48750 0.24 0.28 0.20
H 5.33678 10.34010 13.57666 0.30 0.09 -0.15
N 8.54448 8.35718 9.50234 1.46 0.13 -0.10
C 7.30630 8.74049 9.21069 -0.12 -0.27 -0.10
O 7.07188 9.98272 9.13733 -0.51 0.16 -0.05
C 6.30822 7.76253 8.97387 0.05 0.37 0.38
C 4.98617 7.95793 9.38345 -1.71 1.01 0.07
N 3.89048 8.17155 9.71954 1.04 -0.31 -0.22
C 6.68045 6.46301 8.67158 0.32 -1.51 -0.59
N 6.95382 5.38678 8.33347 0.11 0.32 0.27
H 9.18121 9.13996 9.73269 -0.02 -1.05 -0.08
H 8.84874 7.37618 9.45720 -0.31 0.99 0.25
C 7.87598 13.80101 5.95240 -0.09 -1.28 0.09
Ge 6.27050 13.23024 6.96406 -0.30 -0.09 -0.11
C 5.16240 14.87448 6.80279 0.59 -0.43 -0.67
C 5.45977 11.75783 5.95389 0.14 -0.75 -0.39
C 6.20284 12.49342 8.78569 0.04 1.73 0.92
H 7.56670 14.12622 4.95801 -0.16 0.07 0.07
H 8.49948 12.90634 5.82826 0.08 0.50 -0.02
H 8.44440 14.57011 6.43245 0.37 0.47 0.30
H 4.91890 15.13741 5.76691 0.04 -0.29 0.06
H 5.68801 15.72275 7.20139 0.36 0.40 0.38
H 4.26390 14.74784 7.34728 -1.09 -0.04 0.57
H 4.41816 12.01248 5.72238 0.17 -0.21 -0.05
H 5.48590 10.80125 6.53616 -0.10 0.89 -0.36
H 6.01280 11.56562 5.01446 -0.42 0.15 0.28
H 5.33263 11.82811 8.81088 0.10 -0.03 -0.33
H 5.88026 13.36776 9.40953 0.28 -0.40 -0.52
```
Forces are in eV/Å.

## Properties
* HOMO-LUMO gap: 7.7 eV
* HOMO: -5.3 eV
* net charge: -1

---

No. 3
Below is a molecular structure, C15H6Cl4N10O2SW at a distorted geometry, with properties calculated with ωB97M-V with the def2-TZVPD basis set.

Geometry as XYZ:
```
39
Properties=species:S:1:pos:R:3:forces:R:3
W 0.19097 0.59029 0.08220 -1.69 -1.12 -0.19
Cl 6.68753 -0.45514 -1.41510 -0.18 0.04 0.03
C 5.19182 -0.37857 -0.61231 -0.42 0.19 -0.37
C 5.09742 -0.78268 0.73354 -0.37 -0.08 0.37
Cl 6.48173 -1.36487 1.53077 -0.15 0.07 -0.02
C 3.87707 -0.72067 1.43636 -0.06 0.03 0.09
Cl 3.76730 -1.19780 3.07152 -0.17 0.12 -0.17
C 2.75328 -0.25796 0.74876 1.06 -0.19 -0.83
O 1.49873 -0.04212 1.19230 1.21 -0.10 0.18
C 2.84211 0.11486 -0.62362 0.73 -0.38 0.75
O 1.64167 0.51697 -1.08428 0.66 0.08 0.00
C 4.05679 0.08472 -1.30707 -0.02 -0.03 -0.03
Cl 4.13393 0.57348 -2.93993 -0.11 -0.01 0.14
N -1.25432 3.89930 0.44589 -0.09 -0.20 -0.22
C -1.35544 3.08967 -0.65781 0.97 -0.34 0.42
N -2.43387 2.64236 -1.29993 -0.14 1.23 0.06
N -2.10654 1.52688 -1.85400 -0.59 -1.27 -0.87
N -0.84852 1.24693 -1.64671 0.24 0.38 -0.21
N -0.29519 2.26585 -0.93741 -0.99 0.75 -0.14
C -0.82240 3.17621 1.53461 0.24 -0.11 0.43
N -0.45181 3.52664 2.73915 -0.95 1.71 -1.86
N -0.08788 2.42484 3.35824 0.38 -1.39 0.75
N -0.20976 1.40188 2.62653 -0.12 -1.09 1.04
N -0.73136 1.78239 1.40847 0.91 0.65 0.43
H -1.70621 4.80059 0.54692 -0.05 -0.07 -0.03
S -0.77896 -3.77433 -1.18197 0.06 0.74 0.34
C 0.16776 -2.49824 -0.61355 0.21 0.18 0.11
N -0.48978 -1.40881 -0.19167 0.00 0.20 -0.28
C -1.86646 -1.60895 -0.31001 -0.94 0.13 0.18
C -2.84040 -0.69495 0.11697 0.34 -0.05 0.13
C -4.16494 -1.01509 -0.10719 0.24 0.03 -0.03
C -4.51337 -2.22434 -0.72453 0.07 -0.06 0.04
C -3.56371 -3.16341 -1.07837 0.00 0.00 -0.01
C -2.22460 -2.84953 -0.86214 0.34 0.58 0.18
H 1.24986 -2.55826 -0.58574 -0.08 -0.02 -0.08
H -2.54197 0.21572 0.66896 -0.41 -0.52 -0.35
H -4.94513 -0.33792 0.20477 -0.04 0.06 0.02
H -5.55695 -2.43442 -0.90473 -0.05 -0.06 0.02
H -3.84841 -4.11153 -1.50789 -0.06 -0.06 -0.05
```
Forces are in eV/Å.

## Properties
* HOMO-LUMO gap (alpha / beta): 5.2 / 5.2 eV
* HOMO (alpha / beta): -15.2 / -15.2 eV
* net charge: +2